Entry 1:
Molecular formula: C44H37AsN7O2PReS3
Method: DFT, ωB97M-V/def2-TZVPD

Summary:
- HOMO energy (spin up / spin down): -12.7 / -12.7 eV
- HOMO-LUMO gap (spin up / spin down): 6.45 / 5.01 eV
- Total charge: +2
- Multiplicity: 4
- E: -6082.18431 hartree
- ΔE to the lowest compared entry with this formula, charge and spin: 0.00 kJ/mol

XYZ file:
```
96
Properties=species:S:1:pos:R:3:mulliken_spin:R:1
Re -0.46170 -1.96393 0.96309 2.521
N 5.27665 -3.08253 4.15464 0.000
C 4.00722 -2.72893 3.89631 -0.001
O 3.19757 -2.43126 4.75174 -0.001
C 3.57159 -2.69671 2.44285 -0.001
C 4.34331 -2.94825 1.31785 0.018
C 3.74827 -2.86393 0.06329 -0.013
C 2.41771 -2.53156 -0.03305 0.029
N 1.65822 -2.28145 1.05602 -0.024
C 2.23925 -2.37995 2.25941 -0.017
H 5.56949 -3.11394 5.11876 0.000
H 5.94664 -3.32413 3.44869 0.000
H 5.39267 -3.20358 1.38678 0.000
H 4.31305 -3.05678 -0.83747 0.001
H 1.93584 -2.45571 -0.99822 0.003
H 1.64251 -2.19752 3.14243 0.019
N -0.61035 -0.67704 5.05657 0.019
C -0.68857 -1.56536 4.07935 -0.003
O -0.47583 -1.14087 2.86987 0.143
C -0.97615 -2.93315 4.33578 0.031
C -1.24590 -3.40699 5.64017 -0.004
N -1.50231 -3.70269 6.72166 0.012
C -0.90464 -3.65836 3.15892 0.017
N -0.75710 -3.82125 2.01417 0.029
H -0.73024 -0.95466 6.01920 -0.002
H -0.39061 0.27949 4.83228 0.001
C 1.30392 0.46678 -0.93605 0.017
C 1.54155 1.82830 -1.57443 0.002
As 3.07281 1.63421 -2.83560 0.000
C 2.91720 3.32168 -3.78532 0.000
C 3.69531 3.47147 -4.93100 0.000
C 3.64280 4.64487 -5.66643 0.000
C 2.82371 5.68733 -5.25267 0.000
C 2.05873 5.55047 -4.10460 0.000
C 2.10336 4.37076 -3.37217 0.000
C 2.04973 0.49077 -4.05883 -0.002
C 1.08100 0.99241 -4.92476 0.000
C 0.31889 0.12718 -5.69930 -0.001
C 0.50577 -1.24653 -5.60754 0.000
C 1.47583 -1.75618 -4.75472 0.000
C 2.25004 -0.88731 -3.99444 0.003
P -0.27065 0.31931 -0.03962 -0.034
C -1.59468 0.57765 -1.24334 0.026
C -1.32929 0.38377 -2.60107 0.028
C -2.34437 0.53888 -3.53385 0.000
C -3.62629 0.87933 -3.12607 -0.005
C -3.89818 1.06665 -1.77700 0.005
C -2.88849 0.91788 -0.83923 0.002
C -0.24763 1.64318 1.18387 -0.028
C -0.98118 2.81700 1.02882 -0.006
C -0.84930 3.84216 1.95647 0.001
C 0.02345 3.70834 3.02528 -0.003
C 0.78084 2.54969 3.16602 0.004
C 0.64525 1.51983 2.25145 -0.014
H 2.09767 0.22989 -0.22267 0.018
H 1.30049 -0.32531 -1.69103 0.004
H 1.77068 2.57507 -0.81342 0.000
H 0.67093 2.15875 -2.14408 0.000
H 4.34372 2.66649 -5.25987 0.000
H 4.24609 4.74853 -6.55843 0.000
H 2.78658 6.60588 -5.82273 0.000
H 1.42592 6.36402 -3.77460 0.000
H 1.49535 4.28811 -2.47977 0.000
H 0.92720 2.06243 -5.00320 0.000
H -0.41337 0.52854 -6.38911 0.000
H -0.08436 -1.91627 -6.21962 0.000
H 1.65011 -2.82405 -4.70778 0.000
H 3.04221 -1.28469 -3.36552 0.000
H -0.33836 0.12267 -2.95359 0.011
H -2.12172 0.39739 -4.58300 0.000
H -4.41359 1.00394 -3.85775 -0.001
H -4.89580 1.33131 -1.45207 0.001
H -3.11923 1.08936 0.20345 0.000
H -1.64227 2.94794 0.18214 0.000
H -1.42120 4.75176 1.83195 0.000
H 0.12716 4.51174 3.74234 0.000
H 1.48853 2.45907 3.98038 0.000
H 1.24339 0.62273 2.36624 -0.005
S -6.28761 -1.60233 0.05928 0.038
C -4.69728 -1.88621 -0.06483 -0.004
S -3.90497 -2.46210 -1.56239 0.034
C -2.39538 -2.43825 -0.77627 0.071
N -2.46995 -2.03120 0.47076 0.007
N -3.72978 -1.75849 0.89571 -0.006
C -3.97474 -1.54345 2.29528 0.006
C -3.44803 -0.43183 2.93437 -0.009
C -3.68504 -0.26354 4.29108 0.001
C -4.43954 -1.19540 4.98917 0.001
C -4.95900 -2.30516 4.33476 -0.001
C -4.72601 -2.48536 2.98184 0.000
S -0.75962 -2.80770 -1.24298 0.057
H -2.84985 0.29131 2.39473 0.000
H -3.29522 0.60956 4.79757 0.000
H -4.62908 -1.05596 6.04510 0.000
H -5.55116 -3.02986 4.87653 0.000
H -5.14059 -3.33815 2.45705 0.000
```



Entry 2:
Molecular formula: C44H37P2Yb
Method: DFT, ωB97M-V/def2-TZVPD

Summary:
- HOMO energy (spin up / spin down): -12.8 / -12.8 eV
- HOMO-LUMO gap (spin up / spin down): 6.50 / 5.65 eV
- Total charge: +2
- Multiplicity: 2
- E: -3539.55293 hartree

XYZ file:
```
84
Properties=species:S:1:pos:R:3:mulliken_spin:R:1
C 3.44379 0.90196 -0.62510 0.001
C 3.04454 -0.19801 0.19323 0.000
C 3.52284 -1.46929 -0.16018 0.000
C 4.55781 -1.62036 -1.07974 0.000
C 4.99780 -0.53259 -1.83694 0.000
C 4.41188 0.72119 -1.63499 0.000
P 1.63247 -0.10057 1.40273 -0.002
C 1.95168 -1.37119 2.68590 -0.001
C 1.19922 -2.56731 2.76922 0.000
C 1.61210 -3.59441 3.62118 0.000
C 2.69394 -3.41004 4.49137 0.000
C 3.36202 -2.18192 4.49273 0.000
C 2.97707 -1.16105 3.61923 0.000
Yb -0.39823 -1.26309 -0.12984 0.984
P -0.65849 0.34721 -2.42236 0.009
C 0.17669 -1.05634 -3.20212 0.002
C 0.96641 -0.88073 -4.35207 -0.001
C 2.06561 -1.71416 -4.56540 0.001
C 2.24824 -2.88378 -3.81323 0.001
C 1.28936 -3.23426 -2.86170 0.000
C 0.24164 -2.35750 -2.56593 -0.003
C -2.41140 -0.06933 -2.50246 0.003
C -3.34450 0.39048 -1.54286 0.002
C -4.65205 -0.07793 -1.59292 0.000
C -5.03780 -0.97787 -2.59755 0.001
C -4.12088 -1.40819 -3.56524 0.000
C -2.81113 -0.94009 -3.53722 0.000
C -0.46319 2.10055 -2.90541 -0.001
C -0.01853 3.11157 -2.00894 0.000
C 0.33271 4.37307 -2.49152 0.000
C 0.26082 4.65261 -3.85901 0.000
C -0.11860 3.64180 -4.75042 0.000
C -0.51448 2.38849 -4.28112 0.001
C 1.77699 1.50485 2.25813 0.000
C 3.03240 2.12627 2.35883 -0.001
C 3.15240 3.37912 2.96421 0.000
C 2.03467 4.00728 3.51840 0.000
C 0.78733 3.37176 3.46683 0.000
C 0.64579 2.13094 2.84326 0.000
H -2.99374 1.03179 -0.72983 0.000
H -5.36538 0.23381 -0.82854 0.000
H -6.06033 -1.35334 -2.61755 0.000
H -4.41071 -2.12882 -4.33326 0.000
H -2.07451 -1.28205 -4.27282 0.000
H 0.71470 -0.07441 -5.02692 0.000
H 2.82152 -1.44529 -5.30446 0.000
H 3.13247 -3.51747 -3.96516 0.000
H 1.38574 -4.19023 -2.33176 0.000
H -0.52934 -2.74380 -1.84857 0.000
H 0.13149 2.88236 -0.95329 0.000
H 0.68711 5.14023 -1.79978 0.000
H 0.54865 5.63717 -4.23266 0.000
H -0.08579 3.82614 -5.82124 0.000
H -0.78881 1.59046 -4.97625 0.000
H 3.91060 1.63128 1.93751 0.000
H 4.13321 3.85151 2.98485 0.000
H 2.14717 4.99009 3.97796 0.000
H -0.07599 3.86764 3.91158 0.000
H -0.33674 1.64903 2.80486 0.000
H 0.26894 -2.69045 2.19977 0.000
H 1.08831 -4.55090 3.63670 0.000
H 3.01533 -4.20314 5.17146 0.000
H 4.18443 -2.00153 5.18356 0.000
H 3.45882 -0.18446 3.66216 0.000
H 3.08919 -2.34351 0.31336 0.000
H 4.97308 -2.60888 -1.28641 0.000
H 5.80579 -0.65316 -2.57135 0.000
H 4.68408 1.53258 -2.31235 0.000
H 3.01732 1.91210 -0.47055 0.000
H 0.73509 0.96793 -0.99061 0.001
H 0.64265 0.47618 -0.39941 0.003
C -2.05301 -0.71312 1.31484 0.007
C -3.08895 -0.69104 2.00906 -0.005
C -4.23324 -0.64293 2.83072 -0.001
C -5.12376 -1.72521 2.74808 0.000
C -6.20616 -1.80124 3.62005 0.000
C -6.41570 -0.78559 4.55612 0.000
C -5.56043 0.32784 4.61656 0.000
C -4.46660 0.40838 3.76006 -0.001
H -4.93356 -2.52816 2.03587 0.000
H -6.87255 -2.66218 3.57176 0.000
H -7.24361 -0.87065 5.25857 0.000
H -5.76045 1.10893 5.35512 0.000
H -3.76528 1.24696 3.81125 0.000
```